Record 1
16
Properties=species:S:1:pos:R:3 method="wB97M-V/def2-TZVPD" charge=+1 spin_multiplicity=1 gap_ev=9.4 smiles="NN1CCN=C1[NH3+]" homo_ev=-13.0 lumo_ha=-0.1353
N -0.86875 1.12620 -1.24551
N -0.00499 0.39495 -0.46400
C 1.39517 0.22356 -0.41851
C 1.57141 -1.00897 0.46674
N 0.34497 -1.12469 1.19841
C -0.45299 -0.38381 0.63203
N -1.88915 -0.19274 0.83847
H -0.51511 2.06446 -1.20883
H -0.79603 0.76941 -2.18655
H 2.04156 1.20360 -0.02028
H 1.68112 0.03111 -1.48843
H 1.70451 -1.87531 -0.03417
H 2.52155 -0.91915 1.02281
H -2.54338 -1.03200 0.80666
H -2.02538 0.15740 1.86192
H -2.16452 0.56598 0.23926

Record 2
63
Properties=species:S:1:pos:R:3 method="wB97M-V/def2-TZVPD" spin_multiplicity=1 gap_ev=10.3 smiles=CCO.CCO.CCO.CCO.CCO.CCO.CCO homo_ev=-10.1 lumo_ha=0.0099
C 2.26495 3.01829 4.98842
C 1.81899 2.27606 3.67473
O 2.63778 1.19089 3.52182
H 3.25931 3.44275 4.84991
H 2.32690 2.35785 5.85333
H 1.55851 3.82165 5.19738
H 1.85931 2.86864 2.76077
H 0.78434 1.94478 3.76332
H 2.30220 0.60349 2.84069
C -2.15227 -7.08640 1.39893
C -0.75282 -6.67249 1.20825
O -0.51096 -6.24933 -0.07480
H -2.28340 -8.09475 1.00634
H -2.87610 -6.43098 0.91457
H -2.49557 -7.12342 2.43279
H -0.10800 -7.51786 1.44834
H -0.45968 -5.83305 1.83875
H -0.40107 -5.29568 -0.06606
C 3.52624 0.23123 -9.19731
C 4.76396 1.14398 -9.02333
O 5.54416 0.50883 -8.07733
H 3.00048 0.11386 -8.24972
H 3.84632 -0.72990 -9.59963
H 2.88237 0.66342 -9.96329
H 4.52353 2.15965 -8.70915
H 5.40348 1.15220 -9.90597
H 6.43571 0.85957 -8.13842
C -1.41274 -0.53745 -0.90601
C -0.03720 -0.25447 -1.49234
O 0.79280 -1.29721 -1.01556
H -1.47535 -0.26285 0.14697
H -1.67225 -1.58182 -1.07939
H -2.21899 0.02330 -1.37888
H 0.33496 0.74767 -1.27947
H 0.04088 -0.21221 -2.57872
H 1.65015 -1.15981 -1.42504
C 5.45486 3.21248 -3.17136
C 5.85987 1.92580 -2.46258
O 5.34567 0.81874 -3.22989
H 6.14540 3.39863 -3.99392
H 5.54540 4.14534 -2.61487
H 4.47905 3.12406 -3.64891
H 5.48735 1.75454 -1.45263
H 6.94909 1.88497 -2.45596
H 5.55164 0.97504 -4.15441
C -5.39939 -4.22417 5.86670
C -5.48218 -2.98872 4.91775
O -4.96208 -1.90635 5.66445
H -5.88595 -5.10961 5.45763
H -5.91546 -3.97608 6.79418
H -4.36817 -4.40854 6.16784
H -6.51648 -2.74180 4.67826
H -4.95353 -3.03553 3.96567
H -5.01288 -1.12249 5.11256
C -5.31369 5.88098 2.61192
C -4.47263 4.70956 2.41705
O -5.03458 3.60682 3.07295
H -5.37042 6.04244 3.68840
H -6.32011 5.67297 2.24868
H -4.91998 6.80117 2.18025
H -3.47240 4.97376 2.76034
H -4.35060 4.50865 1.35269
H -5.76873 3.28889 2.54234

Record 3
122
Properties=species:S:1:pos:R:3 method="wB97M-V/def2-TZVPD" spin_multiplicity=2 gap_ev="7.9 / 5.0" homo_ev="-8.2 / -8.1" lumo_ha="-0.0112 / -0.1133"
Pd 0.04033 -0.27345 -0.15399
C -5.96213 -4.51182 3.02586
C -4.60977 -3.90229 2.79029
C -4.32626 -2.60560 3.19223
C -3.08009 -2.03602 2.96292
C -2.10848 -2.77220 2.31585
C -2.36751 -4.07309 1.90806
C -3.60889 -4.63152 2.15110
S -0.50275 -2.07971 2.04460
O -0.20402 -2.31739 0.58988
O 0.39881 -2.74804 2.94510
O -0.64116 -0.63794 2.23403
H -6.59916 -3.84754 3.60485
H -5.87810 -5.45458 3.56532
H -6.46541 -4.71965 2.08161
H -5.08991 -2.02909 3.69487
H -2.86279 -1.02639 3.27247
H -1.59796 -4.64231 1.41070
H -3.81080 -5.64602 1.83624
O 2.40978 -1.05622 0.22092
S 3.43684 -0.39324 1.09943
C 2.73378 -0.40028 2.76957
C 3.51749 0.50678 3.66519
C 4.43966 -0.01872 4.56133
C 5.19879 0.82038 5.36165
C 5.04278 2.19437 5.27060
C 4.11633 2.72495 4.38551
C 3.35690 1.88576 3.58837
C 4.76434 -1.62268 1.24786
C 4.43072 -2.87375 2.00155
C 3.32254 -3.64766 1.66207
C 3.01585 -4.77577 2.40158
C 3.81548 -5.15852 3.46807
C 4.92523 -4.39941 3.80142
C 5.22527 -3.25961 3.07440
H 2.68575 -1.42653 3.13901
H 1.70483 -0.05109 2.61742
H 4.55022 -1.09185 4.64271
H 5.90856 0.39919 6.05859
H 5.63698 2.84847 5.89101
H 3.98058 3.79473 4.31544
H 2.62867 2.30817 2.90891
H 5.63247 -1.11692 1.67138
H 4.97148 -1.82210 0.19382
H 2.68370 -3.33489 0.84989
H 2.13761 -5.35162 2.14951
H 3.57093 -6.04116 4.04022
H 5.55371 -4.68901 4.63157
H 6.08730 -2.66197 3.34244
C -0.55918 -4.22705 -2.54278
Ge -2.19755 -3.19125 -2.68589
C -2.97939 -3.39582 -4.45702
C -3.50881 -3.57304 -1.30365
Ge -1.30026 -0.84005 -1.94086
C -3.06981 -0.00008 -1.83044
C -4.06599 -0.06523 -2.80533
C -5.27655 0.58716 -2.62627
C -5.51277 1.28484 -1.45140
C -4.54204 1.33247 -0.46652
C -3.33073 0.67986 -0.64632
C -0.30217 -0.66186 -3.60462
C -0.92517 -0.59127 -4.85554
C -0.16986 -0.39126 -6.00047
C 1.21040 -0.30287 -5.90027
C 1.83004 -0.40113 -4.66393
C 1.08158 -0.59073 -3.51193
H -0.84259 -5.27982 -2.57889
H -0.04074 -4.02599 -1.60941
H 0.10862 -3.99814 -3.36922
H -3.34604 -4.42439 -4.45590
H -2.24490 -3.28845 -5.24639
H -3.82073 -2.74416 -4.65684
H -3.66370 -4.65278 -1.30754
H -4.44238 -3.06182 -1.52673
H -3.17734 -3.26894 -0.31783
H -3.89125 -0.58162 -3.73712
H -6.03019 0.55442 -3.40068
H -6.45634 1.79418 -1.30852
H -4.71838 1.87981 0.44804
H -2.56661 0.72205 0.13710
H -2.00073 -0.63516 -4.93620
H -0.65326 -0.30175 -6.96489
H 1.80579 -0.14922 -6.78786
H 2.90514 -0.31480 -4.58951
H 1.57222 -0.63523 -2.53849
C -0.97115 5.05589 -2.71772
C -0.52877 3.59102 -2.69598
C 0.44671 3.33061 -3.84819
C -1.78028 2.74626 -2.95029
Si 0.27670 3.01018 -1.06530
O 0.49888 1.40745 -0.99992
C 1.99630 3.76910 -0.87011
C 2.46896 4.95451 -1.43145
C 3.75793 5.40776 -1.19752
C 4.61610 4.68091 -0.38801
C 4.17308 3.50010 0.18517
C 2.88313 3.06233 -0.06143
C -0.71466 3.56480 0.44257
C -1.03489 4.90154 0.68927
C -1.69768 5.29125 1.83978
C -2.04982 4.34703 2.79246
C -1.72466 3.01774 2.58382
C -1.06514 2.63889 1.42472
H -1.33830 5.30278 -3.71781
H -0.18223 5.76879 -2.48354
H -1.78913 5.23128 -2.02152
H -0.04363 3.54835 -4.80052
H 0.76293 2.29055 -3.86820
H 1.34432 3.94488 -3.78835
H -2.25914 3.05293 -3.88274
H -2.51709 2.84652 -2.15324
H -1.52132 1.69176 -3.04586
H 1.83334 5.55081 -2.07036
H 4.09445 6.33018 -1.64980
H 5.62482 5.03152 -0.20830
H 4.82818 2.92136 0.82162
H 2.55514 2.13023 0.37329
H -0.75154 5.66579 -0.01903
H -1.93165 6.33440 1.99917
H -2.55937 4.64947 3.69609
H -1.97354 2.27163 3.32614
H -0.81379 1.58335 1.29785

Record 4
10
Properties=species:S:1:pos:R:3 method="wB97M-V/def2-TZVPD" spin_multiplicity=1 gap_ev=9.9 homo_ev=-10.5 lumo_ha=-0.0198
C 0.38417 0.28604 -1.31613
C -0.50588 1.85017 0.32569
N -0.16686 1.32266 -0.76153
O 0.16560 -0.90920 -1.14592
O 1.22516 -2.93805 0.98792
O -0.81295 -1.77186 1.61556
S -0.14555 -2.66431 0.68856
H 1.04286 0.54598 -2.10154
H -0.15170 1.51698 1.31417
H -1.03485 2.76160 0.39322

Record 5
216
Properties=species:S:1:pos:R:3 method="wB97M-V/def2-TZVPD" spin_multiplicity=1 gap_ev=8.9 homo_ev=-8.5 lumo_ha=0.0148
C 24.85131 15.85358 16.86061
C 23.58485 15.21965 17.43650
C 23.62734 15.34651 18.97090
O 22.35186 14.87476 19.60882
C 21.95236 15.66961 20.72619
N 22.37712 15.90467 16.95320
H 24.75093 16.93426 17.03228
H 24.92156 15.83619 15.79701
H 25.78962 15.32099 17.18142
H 23.63382 14.15185 17.16647
H 23.84523 16.35695 19.24634
H 24.49916 14.75140 19.34530
H 21.63717 16.67856 20.43904
H 22.77970 15.69374 21.48931
H 21.06247 15.24412 21.16330
H 21.63789 15.22989 17.12913
H 22.52706 15.96021 15.91519
C 14.15622 13.37224 26.69176
C 13.45666 13.90091 25.49706
C 13.55986 12.96580 24.29135
O 14.93814 13.07780 23.86556
C 15.32494 12.20728 22.87043
N 12.02788 14.20432 25.70449
H 14.23823 14.15477 27.50212
H 15.14717 13.06764 26.36769
H 13.59103 12.57371 27.15478
H 13.97189 14.80206 25.18158
H 12.87401 13.24664 23.45635
H 13.47020 11.94846 24.54935
H 15.25346 11.16408 23.20309
H 16.36540 12.34612 22.59758
H 14.68926 12.32148 21.99574
H 12.01550 14.81152 26.47798
H 11.40117 13.37407 25.93868
C 18.36920 16.74704 21.50409
C 17.13908 16.96137 22.33560
C 17.22866 16.10202 23.56579
O 18.31333 16.46364 24.41816
C 17.94643 16.66411 25.80459
N 17.03765 18.33280 22.69998
H 18.66412 15.71544 21.47260
H 19.25483 17.20161 21.95134
H 18.33752 17.19716 20.51163
H 16.21553 16.68492 21.79750
H 17.40290 15.04354 23.27293
H 16.27045 16.06120 24.06340
H 17.32910 15.79204 26.13519
H 17.36907 17.59394 25.84482
H 18.78740 16.75872 26.46340
H 16.19175 18.56691 23.22386
H 17.84688 18.67608 23.18740
C 20.08626 12.64766 23.81646
C 19.05086 11.68295 23.33182
C 18.96181 11.74096 21.77444
O 18.47627 12.95699 21.27389
C 18.21536 12.82819 19.91388
N 19.34332 10.32723 23.73786
H 20.18753 12.61256 24.88582
H 19.89070 13.70140 23.58726
H 20.99227 12.35086 23.28413
H 18.02871 11.97282 23.60999
H 18.34372 10.92733 21.34467
H 19.95902 11.56941 21.29295
H 19.13915 12.43755 19.40933
H 17.99302 13.76628 19.48865
H 17.36381 12.13908 19.72738
H 19.44814 10.32970 24.77500
H 18.63150 9.68085 23.48116
C 14.86676 8.85233 17.34342
C 16.20694 8.66982 18.05284
C 17.38244 9.37524 17.36081
O 17.01457 10.74184 17.32336
C 17.93804 11.46507 16.50428
N 16.05334 9.18611 19.37134
H 14.66738 9.95460 17.16143
H 14.00272 8.46387 17.93420
H 14.87578 8.27715 16.41207
H 16.32164 7.55647 18.16148
H 17.47642 8.96923 16.35084
H 18.34524 9.12612 17.86279
H 17.89150 11.09969 15.46316
H 18.98328 11.31500 16.76554
H 17.67990 12.48383 16.64711
H 15.14438 9.03321 19.78151
H 16.43033 10.15296 19.47752
C 20.80847 11.54359 13.86080
C 21.39753 12.92558 14.24829
C 22.28552 13.51174 13.10258
O 22.92852 14.71540 13.59327
C 23.43537 15.39718 12.46582
N 20.27112 13.84074 14.50910
H 20.18566 11.24931 14.70085
H 21.64315 10.85165 13.80577
H 20.22417 11.67159 12.91127
H 21.97086 12.80663 15.14411
H 21.55840 13.80584 12.40854
H 23.01076 12.78626 12.68339
H 24.14894 14.85617 11.93535
H 23.76914 16.38386 12.80602
H 22.57600 15.60335 11.86921
H 19.87851 13.57479 15.38458
H 20.57007 14.82927 14.64668
C 11.79810 11.94954 17.41812
C 10.43508 12.46602 17.99143
C 10.04044 11.44391 19.13131
O 10.83787 11.62403 20.28565
C 10.39397 10.82201 21.34534
N 10.47651 13.80032 18.59207
H 12.53603 12.06537 18.22617
H 12.03576 12.65196 16.59318
H 11.68094 10.93777 17.02860
H 9.63637 12.42562 17.25631
H 10.18964 10.44139 18.73912
H 8.94969 11.62291 19.45709
H 11.20758 10.80910 22.07727
H 10.16892 9.75753 21.05185
H 9.47839 11.25199 21.74268
H 11.38262 13.82661 19.04017
H 9.70047 13.96546 19.22700
C 15.34180 19.22793 14.18332
C 16.15725 20.27461 14.88091
C 16.57582 19.75318 16.26908
O 17.58777 20.53323 16.77712
C 18.35113 19.85298 17.80620
N 17.27962 20.53226 14.03777
H 14.51006 18.88776 14.74588
H 16.06613 18.39037 14.07487
H 15.15454 19.56042 13.16946
H 15.61635 21.21506 15.00041
H 17.01294 18.77242 16.10819
H 15.74549 19.59846 16.95292
H 18.64280 18.84073 17.57486
H 17.86038 19.86616 18.79587
H 19.23222 20.46795 17.88592
H 17.93999 21.14416 14.55729
H 17.85124 19.67520 14.00066
C 13.07176 18.03118 21.34698
C 12.62949 16.75036 22.03331
C 12.27007 16.87472 23.51259
O 13.39363 17.07540 24.25664
C 12.97653 17.63751 25.50010
N 11.46250 16.18425 21.19555
H 12.19888 18.66250 21.22632
H 13.43087 17.80735 20.32797
H 13.88962 18.53560 21.77051
H 13.41476 15.98377 21.98888
H 11.76997 15.90717 23.72957
H 11.50655 17.69442 23.61551
H 13.63620 17.40903 26.34287
H 12.07323 17.15081 25.82092
H 12.75784 18.71123 25.48789
H 10.88243 15.49831 21.70634
H 10.78433 16.97479 21.08214
C 15.13928 12.00995 14.59125
C 14.97546 12.09621 13.05422
C 14.43570 13.49032 12.71379
O 13.20792 13.72511 13.31266
C 12.83165 15.04439 13.16300
N 16.13957 11.86644 12.26283
H 15.60953 11.14607 14.99287
H 14.11077 12.08041 14.96554
H 15.72969 12.90640 14.86637
H 14.25395 11.34638 12.81026
H 14.41538 13.54714 11.58853
H 15.20087 14.18514 13.05220
H 13.46602 15.69980 13.78703
H 11.83940 15.16472 13.58710
H 12.93804 15.31048 12.09277
H 16.62582 11.03690 12.56592
H 16.77401 12.61172 12.41311
C 16.89904 16.15238 10.34077
C 18.27968 15.81197 10.86470
C 18.62387 16.76479 12.07046
O 20.03798 16.65715 12.39930
C 20.53028 17.90359 12.93051
N 18.17428 14.49493 11.55047
H 16.31658 16.33554 11.25868
H 16.37492 15.35565 9.79725
H 17.01736 17.01766 9.66243
H 19.13113 15.90823 10.15386
H 18.03939 16.42678 12.95743
H 18.30299 17.78495 11.79443
H 20.71372 18.63591 12.11723
H 21.49500 17.67713 13.34306
H 19.90448 18.36772 13.66950
H 18.24119 13.76815 10.84350
H 19.03449 14.30202 12.10372
C 17.79065 15.43558 15.58188
C 17.25925 15.66678 16.97481
C 16.30395 14.63683 17.50560
O 15.83503 15.14421 18.74906
C 14.81740 14.35619 19.30346
N 18.39519 15.65174 17.90403
H 16.93296 15.58708 14.89009
H 18.14295 14.41235 15.35763
H 18.48108 16.21382 15.33158
H 16.73527 16.65634 16.88277
H 16.85692 13.73778 17.70879
H 15.47481 14.37366 16.77088
H 14.38550 14.94596 20.14526
H 15.29843 13.42266 19.59696
H 14.01870 14.29062 18.57932
H 18.11944 15.92903 18.81209
H 19.05101 16.29677 17.51464
O 21.06995 18.23889 18.28892
H 21.57442 18.95854 17.90017
H 21.47675 17.40091 18.00973
O 20.51393 13.73340 17.70100
H 19.67617 14.23088 17.69078
H 20.62912 13.62679 18.63343
O 14.54146 17.57263 17.85156
H 13.70706 17.10627 18.00280
H 15.12058 16.89281 18.23206
O 12.13949 16.26628 18.51336
H 11.85904 16.24979 19.43140
H 11.57124 15.73258 17.99425

Record 6
11
Properties=species:S:1:pos:R:3 method="wB97M-V/def2-TZVPD" charge=-1 spin_multiplicity=1 gap_ev=5.4 homo_ev=-3.2 lumo_ha=0.0816
C 2.18381 -0.90669 0.16188
O -0.10088 -0.29290 0.08280
C 0.62543 0.82517 0.00245
C 0.82232 -1.43545 -0.09721
O 1.89185 0.61510 -0.10963
O 0.04476 1.90611 -0.08246
H 2.33485 -0.89547 1.25747
H 0.84634 -1.64764 -1.20884
H 0.50861 -2.25438 0.55952
H -5.90982 2.03690 -0.28727
Rb -3.24726 2.04925 -0.27870

Record 7
8
Properties=species:S:1:pos:R:3 method="wB97M-V/def2-TZVPD" spin_multiplicity=1 gap_ev=9.4 smiles=C[Si](Br)(I)I homo_ev=-9.8 lumo_ha=-0.0170
C -0.25829 0.01442 -0.03656
Si -2.50391 0.00407 -0.30917
Br -3.04629 -0.26414 -2.44997
I -3.39582 -1.88096 1.00050
I -3.40184 2.14781 0.52089
H 0.09096 1.01297 -0.25539
H -0.06337 -0.26443 0.98725
H 0.15198 -0.71112 -0.73228